{
  "formula": "C9H17F6I2IrNO4PS2",
  "method": "ωB97M-V/def2-TZVPD",
  "symbols": ["Ir", "F", "C", "F", "F", "S", "O", "O", "N", "S", "O", "O", "C", "F", "F", "F", "I", "C", "I", "H", "H", "C", "C", "P", "C", "C", "C", "C", "H", "H", "H", "H", "H", "H", "H", "H", "H", "H", "H", "H", "H", "H", "H"],
  "positions_angstrom": [[0.9084, -0.6664, -0.2060], [1.8211, -1.0906, 4.4470], [1.0445, -2.1201, 4.2525], [1.6303, -3.2540, 4.4802], [-0.1090, -2.0084, 4.8371], [0.6809, -2.0268, 2.3667], [-0.0594, -0.8067, 2.0864], [1.8941, -2.1061, 1.5586], [-0.2920, -3.3097, 2.0696], [-0.5572, -3.7879, 0.5040], [-0.0546, -2.7332, -0.4117], [-0.1156, -5.1080, 0.2608], [-2.4934, -3.6335, 0.5052], [-2.8304, -4.2382, -0.5933], [-2.7352, -2.3425, 0.4640], [-2.9567, -4.1845, 1.5787], [1.9555, -1.5622, -2.7643], [3.8788, -1.2865, -1.9043], [3.6629, 0.0563, -0.2721], [4.5563, -0.8601, -2.6353], [4.2164, -2.2399, -1.5164], [-2.5008, 1.8094, -2.6399], [-1.3752, 0.8085, -2.3465], [-0.3240, 1.3240, -0.9345], [-1.4270, 2.0607, 0.3264], [-0.8264, 2.3915, 1.7003], [0.7357, 2.6556, -1.6135], [1.6668, 3.4100, -0.6647], [-2.9362, 1.5408, -3.6008], [-2.1518, 2.8379, -2.7269], [-3.2969, 1.7628, -1.9004], [-0.6989, 0.7030, -3.1992], [-1.7838, -0.1843, -2.1391], [-2.2543, 1.3554, 0.4309], [-1.8114, 2.9537, -0.1712], [-0.4647, 1.5109, 2.2239], [-1.6034, 2.8379, 2.3163], [-0.0258, 3.1229, 1.6432], [-0.0061, 3.3326, -2.0477], [1.2873, 2.1961, -2.4371], [1.1225, 4.0115, 0.0578], [2.2643, 4.1057, -1.2505], [2.3642, 2.7624, -0.1344]],
  "forces_ev_per_angstrom": [[0.710, 0.075, -1.354], [0.014, 0.006, 0.081], [-0.030, -0.160, -0.072], [0.014, 0.005, 0.019], [0.015, 0.007, 0.062], [0.842, 0.565, 0.146], [-0.398, -0.452, 0.143], [-0.374, -0.306, 0.365], [-0.019, -0.137, 0.735], [-0.329, 0.063, -1.407], [-0.317, 0.058, 0.517], [0.035, 0.261, 0.472], [0.729, -0.174, -0.086], [-0.262, -0.017, -0.036], [-0.155, 0.201, 0.004], [-0.081, -0.088, -0.010], [-0.107, -0.003, 0.298], [-0.013, 0.123, -0.066], [-0.126, -0.153, 0.149], [0.035, 0.031, -0.058], [0.042, -0.059, 0.010], [-0.047, -0.002, -0.084], [0.147, -0.274, 0.127], [-0.610, 0.932, -0.065], [0.304, -0.507, 0.370], [-0.041, 0.134, -0.163], [0.385, -0.404, 0.262], [-0.108, 0.142, -0.114], [-0.028, -0.013, -0.038], [0.032, -0.014, 0.011], [0.042, 0.012, 0.055], [0.002, 0.044, -0.011], [-0.047, 0.031, 0.004], [-0.104, 0.054, -0.006], [-0.045, 0.058, -0.039], [-0.001, -0.040, -0.041], [-0.092, -0.012, 0.017], [0.069, -0.009, -0.047], [-0.013, 0.018, -0.084], [0.008, 0.081, -0.087], [-0.044, -0.050, 0.044], [0.038, 0.007, -0.064], [-0.069, -0.036, 0.037]],
  "nbo_charge": [1.0541, -0.2507, 0.8932, -0.2374, -0.2394, 2.0447, -0.8841, -0.8840, -0.6555, 2.0891, -0.9879, -0.7309, 0.8668, -0.2423, -0.2840, -0.2350, 0.5296, -0.7092, 0.5424, 0.2847, 0.2773, -0.6209, -0.7074, 0.9982, -0.7154, -0.6197, -0.7093, -0.6143, 0.2755, 0.2268, 0.2378, 0.2556, 0.2548, 0.2621, 0.2812, 0.2152, 0.2716, 0.2279, 0.2821, 0.2509, 0.2400, 0.2717, 0.1940],
  "e_lumo_ev": [-10.597, -14.319],
  "multiplicity": 6,
  "total_charge": 3,
  "s_squared": 8.769
}

{
  "formula": "C9H17N2O",
  "method": "ωB97M-V/def2-TZVPD",
  "symbols": ["C", "C", "C", "C", "C", "C", "C", "C", "C", "N", "N", "O", "H", "H", "H", "H", "H", "H", "H", "H", "H", "H", "H", "H", "H", "H", "H", "H", "H"],
  "positions_angstrom": [[-2.9656, -1.1058, -0.4196], [-1.8027, -0.4563, -0.2522], [-0.6959, -0.8594, -1.1094], [-4.1422, -0.8772, 0.4229], [-1.6859, 1.9426, 0.4096], [4.0812, -0.3684, 1.2179], [-1.6034, 0.4687, 0.8538], [3.9318, 0.0777, -0.2967], [2.5872, 0.6510, -0.5924], [1.5969, -0.3770, -0.1303], [0.5884, -0.4360, -0.7041], [0.1339, 0.2416, -1.7955], [-3.2161, -1.6988, -1.3746], [-0.7996, -1.6708, -1.7759], [-5.1622, -1.1484, -0.0066], [-4.1548, 0.0841, 0.8791], [-4.0838, -1.5546, 1.2453], [-2.5998, 2.2846, -0.0274], [-0.9056, 2.1461, -0.3145], [-1.5654, 2.6959, 1.1706], [3.9564, 0.4950, 1.8093], [3.3913, -1.0960, 1.4466], [5.0886, -0.6686, 1.2178], [-0.5664, 0.2122, 1.1533], [-2.3080, 0.2820, 1.6906], [4.1343, -0.8648, -0.8303], [4.7016, 0.6643, -0.6516], [2.5223, 1.5164, 0.1463], [2.3377, 1.0454, -1.5033]],
  "forces_ev_per_angstrom": [[-7.898, -4.052, -3.235], [6.094, 1.295, -0.491], [-2.740, 0.250, 2.474], [-1.354, -1.003, -0.757], [0.735, 0.616, -0.209], [0.782, 2.478, -3.180], [0.653, 0.544, 0.682], [-0.705, -3.381, 0.981], [0.133, 0.151, 3.899], [2.819, 0.581, 1.908], [-1.196, 0.618, -3.242], [0.903, 1.198, -0.295], [0.847, 1.042, 1.464], [0.103, -1.008, -0.396], [1.517, 0.601, 0.066], [-0.244, 0.993, 0.239], [0.045, -0.739, 1.228], [-0.901, -0.579, -0.560], [0.102, 0.020, -0.240], [0.408, -0.268, 0.922], [-0.109, 0.901, 1.109], [-1.244, -1.743, 0.630], [1.168, -0.794, 0.809], [-0.536, 0.721, 0.643], [0.562, -0.062, -0.551], [-0.538, 0.203, -0.321], [1.545, 1.856, -0.306], [-0.550, -0.975, -0.663], [-0.403, 0.536, -2.607]],
  "nbo_charge": [-0.1133, 0.1451, 0.1141, -0.6875, -0.6086, -0.5859, -0.4775, -0.4090, -0.2777, 0.0340, 0.2556, -0.3261, 0.2099, 0.2484, 0.2589, 0.2267, 0.2537, 0.2320, 0.2132, 0.2423, 0.2018, 0.2113, 0.2286, 0.2265, 0.2576, 0.2126, 0.2352, 0.2478, 0.2305],
  "e_lumo_ev": [-4.260, -6.915],
  "multiplicity": 3,
  "total_charge": 1,
  "s_squared": 2.007,
  "e_above_lowest_kcal_mol": 97.7
}

{
  "formula": "C9H17N3",
  "method": "ωB97M-V/def2-TZVPD",
  "symbols": ["C", "C", "C", "C", "C", "C", "C", "C", "C", "H", "H", "H", "H", "H", "H", "H", "H", "H", "H", "H", "H", "H", "H", "H", "H", "H", "N", "N", "N"],
  "positions_angstrom": [[1.6906, -0.7618, -0.0768], [4.0407, -0.7189, 0.4547], [5.1608, 0.2048, 0.0287], [4.5927, 1.3287, -0.3685], [3.1109, 1.1408, -0.4755], [-2.3756, -0.9808, -0.6043], [-3.6512, -0.7742, 0.1911], [-3.5332, 0.5065, 1.0511], [-4.8210, -0.3484, -0.6752], [1.5968, -1.8306, -0.2469], [0.9364, -0.2285, -0.6908], [1.4482, -0.5210, 0.9807], [4.2554, -1.7872, 0.3632], [3.7610, -0.4887, 1.5060], [6.2035, -0.0417, 0.1476], [5.0738, 2.2603, -0.6285], [2.6346, 1.5910, -1.3720], [2.5954, 1.5935, 0.3963], [-2.3861, -1.9449, -1.1238], [-2.2896, -0.1877, -1.3381], [-1.4956, -0.9446, 0.0569], [-3.8829, -1.6398, 0.8093], [-2.4979, 0.7424, 1.3630], [-4.1716, 0.4084, 1.9682], [-4.4764, 2.3097, 0.5997], [-5.4218, -1.0049, -1.3136], [2.9958, -0.3113, -0.4741], [-4.0593, 1.5154, 0.1306], [-5.0343, 0.9134, -0.6589]],
  "forces_ev_per_angstrom": [[-0.834, 0.553, -0.231], [0.419, -0.464, -0.596], [-0.208, -0.214, 0.750], [0.265, 0.552, -0.627], [-0.412, 0.426, -0.325], [0.248, -0.469, -0.079], [0.019, 0.592, 0.539], [-0.165, -0.361, 0.626], [-0.214, 0.115, -0.059], [-0.102, -0.119, 0.077], [0.290, -0.455, 0.207], [0.139, -0.152, -0.176], [-0.029, 0.073, 0.055], [0.046, -0.170, -0.131], [0.101, 0.247, 0.097], [0.128, -0.061, -0.104], [0.406, -0.261, 0.358], [0.058, -0.070, 0.051], [0.082, 0.166, -0.002], [0.180, 0.141, -0.189], [-0.272, -0.110, -0.232], [0.015, -0.071, -0.032], [-0.515, -0.159, -0.219], [0.391, 0.135, -0.584], [0.108, 0.026, -0.140], [0.235, 0.306, 0.286], [-0.282, 0.118, 0.590], [-0.193, 0.341, 0.424], [0.097, -0.655, -0.334]],
  "nbo_charge": [-0.4139, -0.2580, -0.1907, -0.1900, -0.2646, -0.6059, -0.2951, -0.2369, 0.0111, 0.2025, 0.1999, 0.1590, 0.2011, 0.1625, 0.2151, 0.2124, 0.2072, 0.1678, 0.2120, 0.2185, 0.2082, 0.2169, 0.2046, 0.1792, 0.3647, 0.2029, -0.4103, -0.4607, -0.2194],
  "e_lumo_ev": 0.874,
  "e_above_lowest_kcal_mol": 46.6,
  "smiles": "C[C@@H]1C=NNC1.CN1CC=CC1"
}

{
  "formula": "C9H17N3O3S2",
  "method": "ωB97M-V/def2-TZVPD",
  "symbols": ["O", "O", "O", "S", "S", "C", "C", "C", "N", "N", "N", "C", "C", "C", "C", "C", "C", "H", "H", "H", "H", "H", "H", "H", "H", "H", "H", "H", "H", "H", "H", "H", "H", "H"],
  "positions_angstrom": [[-0.4000, -1.4028, -1.8150], [3.0815, 2.3303, 0.2004], [-1.1710, 2.2922, -0.1564], [1.3546, -0.1960, 3.6414], [-4.9635, -0.4574, 0.2459], [-0.9548, -1.9102, -0.8187], [2.0974, 1.6382, -0.1010], [-1.0474, 1.0504, 0.1038], [1.9795, 1.0564, -1.3226], [0.0321, 0.4961, 0.7088], [-1.8946, -1.3197, -0.0844], [-0.5030, -3.3053, -0.5615], [2.9286, 1.1588, -2.5085], [2.1637, 0.3629, 2.0944], [-3.4215, 0.4889, 0.5597], [1.2958, 1.2152, 1.1729], [-2.2317, 0.0947, -0.2903], [1.9506, 0.9114, 4.3113], [-5.3510, -0.1352, -1.0383], [1.3941, 0.2376, -1.4333], [0.1711, -0.4627, 0.2981], [-2.0300, -1.6729, 0.8409], [0.5759, -3.3753, -0.1107], [-0.3951, -3.7970, -1.5399], [-1.2428, -3.8185, 0.0037], [2.4233, 1.4529, -3.4262], [3.6784, 1.9285, -2.2549], [3.3172, 0.2432, -2.8351], [3.0229, 0.9624, 2.3825], [2.5077, -0.4936, 1.4410], [-3.0776, 0.3731, 1.6421], [-3.6643, 1.5273, 0.4018], [0.8649, 2.1854, 1.5980], [-2.4912, 0.3408, -1.3499]],
  "forces_ev_per_angstrom": [[-0.919, 0.863, 1.108], [-1.075, 0.163, -0.784], [0.274, -3.705, 1.189], [1.151, 1.801, 0.326], [-0.163, -0.357, 0.077], [2.123, -0.440, -2.910], [3.385, -0.093, 1.243], [-0.390, 3.952, -1.238], [-0.086, -1.016, -1.288], [0.844, -1.923, -0.090], [-0.373, 1.132, -0.154], [1.739, -0.639, 0.484], [-1.019, 2.406, 1.526], [-0.210, -0.545, -1.188], [0.095, -0.169, 0.800], [-3.325, 1.198, -2.265], [0.740, 0.457, -0.534], [-1.035, -1.577, -0.471], [0.812, 0.207, 0.813], [-0.528, 0.395, 0.257], [0.138, 1.348, 1.191], [-0.359, -0.302, 0.343], [-2.168, 0.349, -0.462], [-0.203, 0.273, 0.338], [-0.244, -0.843, 0.831], [-0.612, 0.644, 0.314], [-0.178, -0.676, -0.186], [0.980, -1.641, 0.557], [0.064, -0.172, -0.274], [-0.199, 0.587, 1.087], [-1.113, -0.042, -1.114], [0.299, 0.333, 0.031], [0.999, -1.321, -0.263], [0.558, -0.647, 0.705]],
  "nbo_charge": [-0.6661, -0.6459, -0.6288, -0.0412, -0.0587, 0.6461, 0.6603, 0.6726, -0.6147, -0.6440, -0.5926, -0.7014, -0.4125, -0.5272, -0.5174, -0.1218, -0.1490, 0.1485, 0.1430, 0.4083, 0.3942, 0.4064, 0.2415, 0.2580, 0.2140, 0.2032, 0.2352, 0.2010, 0.2638, 0.2190, 0.2319, 0.2584, 0.2611, 0.2547],
  "e_lumo_ev": 0.260,
  "e_above_lowest_kcal_mol": 41.9,
  "smiles": "CNC(=O)[C@H](CS)NC(=O)[C@H](CS)NC(C)=O"
}

{
  "formula": "C9H17N3O5",
  "method": "ωB97M-V/def2-TZVPD",
  "symbols": ["C", "C", "C", "C", "C", "C", "C", "C", "C", "H", "H", "H", "H", "H", "H", "H", "H", "H", "H", "H", "H", "H", "H", "H", "H", "H", "N", "N", "N", "O", "O", "O", "O", "O"],
  "positions_angstrom": [[-1.6680, 1.7571, 0.1248], [-0.2362, 1.9197, -0.1901], [-2.4144, 0.5764, -0.6830], [-3.0268, -0.4659, 0.2756], [-2.2849, -1.7790, 0.2058], [1.6029, 0.4743, -0.3528], [1.9333, -0.9042, -1.0210], [2.5403, 0.4812, 1.0021], [2.1196, -0.7529, 1.9206], [-3.1294, 3.1307, 0.6975], [-1.7701, 3.7985, 0.0686], [-1.6939, 1.2579, 1.1620], [-1.8256, 0.0516, -1.3944], [-3.1705, 0.9744, -1.4327], [-4.0634, -0.6912, -0.0049], [-2.8947, -0.1459, 1.3013], [-3.8646, -2.5348, 1.2768], [-2.5343, -3.6409, 0.8877], [-0.2732, -0.0001, 0.1836], [1.9373, 1.3048, -0.8880], [2.2479, 1.3548, 1.6949], [4.0051, -0.0050, -0.1693], [2.5059, -0.6237, 2.8963], [1.1373, -0.9788, 2.1664], [2.5556, -1.6922, 1.6401], [0.0481, -1.6337, -0.8768], [-2.4103, 3.0191, -0.0414], [-2.9974, -2.7141, 0.8369], [0.2465, 0.6645, -0.2672], [0.3903, 2.9533, -0.2806], [-1.2811, -2.1019, -0.4512], [3.0978, -1.2798, -1.2027], [3.8215, 0.3871, 0.6605], [0.9111, -1.7777, -1.3009]],
  "forces_ev_per_angstrom": [[-3.282, -0.467, 0.156], [-0.184, -0.202, 0.209], [-1.347, 1.370, -0.375], [1.074, 0.652, -1.520], [-0.758, -0.947, -1.061], [2.918, -2.401, 1.135], [0.696, -1.462, -0.299], [-4.730, -1.378, 1.020], [1.885, 0.516, -0.691], [0.621, -0.176, -0.782], [0.157, -0.031, -0.034], [0.229, 1.518, -0.797], [1.264, -0.414, -0.223], [0.483, 0.132, 1.540], [0.173, 0.176, 0.489], [-0.652, 0.183, 0.333], [-0.533, 0.076, 0.424], [-0.924, 0.884, 0.072], [-1.478, -1.951, 1.046], [1.182, 1.013, -1.336], [0.861, -0.575, -1.606], [-0.280, -1.088, -1.510], [0.907, 0.614, 1.126], [-2.542, 0.156, -0.314], [0.372, -0.418, -0.833], [-0.272, 0.357, -0.108], [-0.240, -0.481, 1.245], [1.898, -2.209, 0.048], [1.247, 1.601, -0.298], [-0.178, -0.139, -0.264], [-1.708, 0.747, 1.494], [-2.226, 1.001, -0.110], [2.289, 1.979, 1.948], [3.076, 1.361, -0.124]],
  "nbo_charge": [-0.1258, 0.6706, -0.4311, -0.5232, 0.7042, -0.1950, 0.7974, 0.1526, -0.6816, 0.3603, 0.3860, 0.1714, 0.2414, 0.2432, 0.2444, 0.2283, 0.4035, 0.4165, 0.3844, 0.2501, 0.1772, 0.5112, 0.2152, 0.1928, 0.2200, 0.5012, -0.8267, -0.7903, -0.6071, -0.5907, -0.6645, -0.6191, -0.7211, -0.6959],
  "e_lumo_ev": 0.068,
  "e_above_lowest_kcal_mol": 59.2,
  "smiles": "C[C@@H](O)[C@H](NC(=O)[C@@H](N)CCC(N)=O)C(=O)O"
}

{
  "formula": "C9H17N4",
  "method": "ωB97M-V/def2-TZVPD",
  "symbols": ["C", "C", "C", "C", "C", "C", "C", "C", "C", "N", "N", "N", "N", "H", "H", "H", "H", "H", "H", "H", "H", "H", "H", "H", "H", "H", "H", "H", "H", "H"],
  "positions_angstrom": [[1.5086, 0.6404, -2.1356], [0.5756, -1.5981, -2.4252], [0.6627, -0.2227, -3.0363], [-0.2143, 1.9832, 1.6152], [-0.9818, 1.4624, 0.3938], [-0.5035, 0.9393, 2.6955], [-1.1177, 0.0036, 0.6516], [1.1941, -0.7839, -0.4237], [-1.9425, -0.9256, -0.1451], [1.7253, 0.3662, -0.9021], [0.8088, -1.8342, -1.1882], [1.6381, -1.1415, 0.9301], [-0.7022, -0.2938, 1.9259], [2.0069, 1.5043, -2.5465], [0.3463, -2.4444, -3.0546], [-0.3414, 0.2121, -3.1413], [1.0856, -0.2703, -4.0432], [0.8509, 2.0262, 1.3907], [-0.5404, 2.9730, 1.9193], [-1.9779, 1.9114, 0.3164], [-0.4599, 1.6820, -0.5399], [0.3084, 0.8233, 3.4138], [-1.4181, 1.1871, 3.2433], [-1.8932, -0.6699, -1.1983], [-2.9904, -0.8643, 0.1582], [-1.6199, -1.9582, -0.0222], [1.8288, -2.1478, 0.9676], [2.4795, -0.6024, 1.1613], [0.8413, -0.8945, 1.6139], [-1.1575, -1.0630, 2.4055]],
  "forces_ev_per_angstrom": [[0.105, -0.082, 0.000], [0.126, -0.065, 0.009], [-0.010, -0.035, 0.280], [-0.002, -0.068, -0.019], [0.028, 0.120, 0.130], [0.081, 0.554, 0.422], [1.364, -0.495, -0.426], [-1.673, 0.654, 1.156], [-0.052, -0.144, 0.132], [0.461, 0.383, -0.050], [0.069, -0.589, -0.219], [0.135, 0.038, -0.517], [-0.680, -0.006, -0.329], [0.036, 0.224, -0.068], [-0.097, -0.133, -0.124], [0.013, -0.008, -0.070], [-0.085, 0.038, 0.034], [0.031, -0.007, -0.013], [0.055, 0.037, 0.025], [-0.072, -0.052, -0.003], [-0.051, -0.090, -0.074], [-0.054, -0.003, -0.009], [0.082, -0.087, -0.022], [0.033, -0.004, -0.104], [-0.115, 0.090, 0.060], [0.004, -0.035, -0.041], [0.028, 0.181, 0.079], [-0.149, -0.176, 0.027], [0.396, -0.199, -0.152], [-0.009, -0.043, -0.116]],
  "nbo_charge": [0.1045, 0.1121, -0.5614, -0.4145, -0.4996, -0.2236, 0.3996, 0.2667, -0.6941, -0.4711, -0.4693, -0.7054, -0.6223, 0.2023, 0.2020, 0.2325, 0.2523, 0.2263, 0.2462, 0.2457, 0.2614, 0.2177, 0.2123, 0.2497, 0.2506, 0.2517, 0.4424, 0.4421, 0.4210, 0.4225],
  "e_lumo_ev": [-3.546, -3.820],
  "total_charge": 1,
  "e_above_lowest_kcal_mol": 20.1
}